DFT (ωB97M-V/def2-TZVPD) results for a cluster of 7 separate species, C15H35Cl6N3O6 in total in a non-equilibrium geometry.

- LUMO energy (eV) = -0.03
- ΔE to the lowest compared entry with this formula, charge and spin (kJ/mol) = 0.00
- M (g/mol) = 566.18
- SMILES = C[N+](=O)[O-].C[N+](=O)[O-].C[N+](=O)[O-].CCCCCC.ClCCCl.ClCCCl.ClCCCl
- calculated total energy (eV) = -108004.2345
- frontier orbital gap (eV) = 10.525

Last column: Mulliken charge in e.
Positions of all 65 atoms, in Å:
C  3.2515  0.5212  -0.2137  -0.966
C  3.5475  -0.8887  -0.7588  -0.766
C  2.3169  -1.7673  -0.7550  0.273
C  2.5840  -3.1789  -1.3537  -0.887
C  1.3096  -3.9813  -1.4691  0.199
C  1.5355  -5.4258  -1.8674  -1.449
H  2.6608  0.4859  0.7016  0.218
H  2.6745  1.0931  -0.9404  0.267
H  4.1769  1.0935  -0.1491  0.398
H  3.9536  -0.7743  -1.7638  0.354
H  4.3425  -1.4124  -0.2279  0.348
H  1.4823  -1.2919  -1.2703  -0.172
H  2.0468  -1.9655  0.2823  0.251
H  3.0084  -3.1159  -2.3557  0.347
H  3.2529  -3.6681  -0.6456  0.375
H  0.8061  -3.9907  -0.5024  0.231
H  0.6929  -3.6442  -2.3022  -0.051
H  1.9488  -5.4970  -2.8735  0.355
H  2.2644  -5.8578  -1.1817  0.340
H  0.6220  -5.9941  -1.6918  0.379
Cl  -1.2291  -2.9515  -6.1189  -0.201
C  -1.5287  -1.7262  -4.8083  -0.490
C  -0.3405  -0.8932  -4.6439  -0.639
Cl  -0.5847  0.2171  -3.2322  -0.098
H  -1.7551  -2.2426  -3.8755  0.321
H  -2.3790  -1.1069  -5.0938  0.370
H  -0.2176  -0.3073  -5.5547  0.381
H  0.5643  -1.4844  -4.5025  0.378
Cl  2.1311  2.2317  3.7642  -0.163
C  1.4674  3.8508  3.3592  -0.182
C  2.5213  4.7725  2.7153  -0.565
Cl  2.9986  4.0927  1.1431  -0.154
H  1.0264  4.2938  4.2521  0.362
H  0.6823  3.7445  2.6106  0.040
H  3.4473  4.7508  3.2900  0.299
H  2.2896  5.8356  2.6505  0.373
Cl  -4.0030  3.7546  5.3579  -0.200
C  -2.6332  3.6378  4.2376  -0.380
C  -2.0569  2.1936  4.2500  0.159
Cl  -3.3064  0.9503  4.0347  -0.184
H  -1.8850  4.3768  4.5244  0.242
H  -3.0908  3.8777  3.2778  0.325
H  -1.6177  1.9791  5.2243  0.330
H  -1.2986  2.1277  3.4698  -0.278
C  -2.1364  -2.8164  3.4934  -0.580
N  -1.0767  -3.8408  3.2890  0.895
O  -1.2609  -4.9759  3.7184  -0.562
O  -0.0499  -3.4945  2.7974  -0.482
H  -2.1719  -2.4781  4.5289  0.277
H  -3.0998  -3.2884  3.3004  0.336
H  -2.1131  -1.9982  2.7736  0.117
C  -2.6347  3.1998  -4.3093  -0.704
N  -2.7662  2.9672  -2.8482  0.893
O  -2.0971  3.7086  -2.1730  -0.518
O  -3.4296  2.0402  -2.4243  -0.494
H  -3.4157  2.6157  -4.7962  0.260
H  -1.5858  2.9561  -4.4783  0.279
H  -2.8233  4.2646  -4.4457  0.302
C  -1.3138  0.5144  -0.1834  -0.645
N  -0.5830  0.8369  1.1000  0.857
O  -0.0976  1.9766  1.2725  -0.502
O  -0.6374  -0.0848  1.8855  -0.444
H  -1.1829  1.3309  -0.8936  0.236
H  -2.3451  0.2258  0.0197  0.285
H  -0.8587  -0.3747  -0.6199  0.109

DFT (ωB97M-V/def2-TZVPD) results for a cluster of 5 separate species, C15H35Cl6O7P in total in a non-equilibrium geometry.

- LUMO energy (eV) = 0.34
- M (g/mol) = 571.13
- SMILES = COP(=O)(OC)OC.COCCOCCOC.ClCCCl.ClCCCl.ClCCCl
- calculated total energy (eV) = -114879.7969
- frontier orbital gap (eV) = 10.167

Last column: Mulliken charge in e.
Positions of all 64 atoms, in Å:
Cl  -2.3994  0.7260  1.0165  -0.146
C  -1.2862  -0.4680  1.7945  0.249
C  0.1651  -0.0995  1.6464  0.729
Cl  0.5191  1.3717  2.6227  -0.217
H  -1.4932  -1.3893  1.2488  -0.393
H  -1.6183  -0.5757  2.8223  0.215
H  0.3780  0.1584  0.6135  -0.283
H  0.7829  -0.8981  2.0458  -0.247
Cl  -3.1609  -2.7924  -0.5008  -0.182
C  -2.0471  -3.0346  -1.8865  -0.630
C  -1.0332  -1.9274  -1.9757  0.268
Cl  -1.7503  -0.3501  -2.4153  -0.186
H  -2.6048  -3.1023  -2.8192  0.463
H  -1.6152  -4.0105  -1.6806  0.292
H  -0.2712  -2.1750  -2.7178  0.365
H  -0.4441  -1.8326  -1.0641  -0.347
Cl  -0.5400  -3.7057  7.4871  -0.182
C  -1.1888  -4.3481  5.9626  -0.493
C  -1.1716  -3.3042  4.8509  -0.292
Cl  -2.0447  -1.8380  5.3094  -0.178
H  -2.2259  -4.6516  6.0918  0.322
H  -0.5750  -5.2131  5.7281  0.345
H  -1.6588  -3.7171  3.9675  0.232
H  -0.1626  -3.0141  4.5622  0.224
C  -1.9950  3.4743  -2.5756  -0.378
O  -0.7306  3.9033  -2.0682  -0.020
P  -0.6931  4.7698  -0.7242  1.053
O  -1.5878  4.2882  0.3297  -0.675
O  0.8611  4.7898  -0.3707  -0.465
C  1.4728  3.5071  -0.1630  -0.604
O  -0.9402  6.2783  -1.2223  -0.331
C  -1.6657  7.1794  -0.4072  -0.678
H  -2.1987  3.9730  -3.5264  0.280
H  -2.8276  3.6130  -1.8908  0.338
H  -1.8747  2.4191  -2.8311  -0.107
H  0.7553  2.6851  -0.2079  0.126
H  1.9001  3.4835  0.8373  0.409
H  2.2346  3.3582  -0.9270  0.308
H  -2.4157  7.6878  -1.0175  0.239
H  -1.0267  8.0068  -0.0717  0.256
H  -2.0855  6.7203  0.4859  0.307
C  1.7219  2.1785  -3.9829  -0.468
O  2.4411  1.0260  -3.5488  -0.470
C  1.8755  0.3658  -2.4540  0.662
C  2.7345  -0.8307  -2.1050  -0.834
O  2.0783  -1.3619  -0.9538  0.071
C  2.7243  -2.4875  -0.4321  -0.806
C  1.9831  -3.0699  0.7299  -0.643
O  0.6260  -3.2144  0.4047  -0.122
C  -0.0535  -4.0488  1.3332  -0.731
H  2.2510  2.5451  -4.8523  0.306
H  1.5858  2.8781  -3.1602  0.116
H  0.7263  1.8303  -4.2821  0.234
H  0.8952  -0.0542  -2.7112  -0.135
H  1.7374  1.0183  -1.5886  -0.098
H  3.7181  -0.4682  -1.7902  0.312
H  2.7354  -1.5657  -2.9101  0.339
H  3.7805  -2.3470  -0.1678  0.392
H  2.7984  -3.2324  -1.2409  0.378
H  2.0799  -2.3909  1.5904  0.288
H  2.5264  -3.9716  1.0339  0.451
H  0.1169  -3.6394  2.3365  0.117
H  0.3088  -5.0748  1.2364  0.391
H  -1.1275  -4.0306  1.1553  0.265

DFT (ωB97M-V/def2-TZVPD) results for a cluster of 6 separate species, C15H35ClN5O5 in total in a non-equilibrium geometry.

- LUMO energy (alpha / beta) (eV) = -0.22 / -6.57
- spin multiplicity = 2
- ΔE to the lowest compared entry with this formula, charge and spin (kJ/mol) = 0.00
- M (g/mol) = 400.93
- calculated total energy (eV) = -46332.2621
- frontier orbital gap (alpha / beta) (eV) = 9.817 / 3.415

Last column: Mulliken charge in e.
Positions of all 61 atoms, in Å:
Cl  0.0398  0.2231  -0.4164  -0.243
C  -1.2188  4.3057  -2.7900  -0.910
C  0.1221  4.6546  -2.1244  0.744
O  0.6361  5.7210  -2.3857  -0.643
N  0.7321  3.6629  -1.4568  0.036
C  2.1470  3.6684  -1.0315  -0.879
H  -1.0914  4.0916  -3.8512  0.264
H  -1.9237  5.1228  -2.6369  0.288
H  -1.6076  3.3351  -2.4818  0.210
H  0.2231  2.8144  -1.2541  0.049
H  2.7437  4.3173  -1.6726  0.335
H  2.5092  2.6426  -1.0995  0.272
H  2.1878  4.0771  -0.0218  0.263
C  -2.6950  -1.0054  -2.6481  -0.907
C  -2.3236  -2.4338  -2.4676  0.803
O  -3.1184  -3.3417  -2.7331  -0.691
N  -1.1238  -2.7083  -2.0437  0.259
C  -0.6078  -4.0931  -1.9970  -1.105
H  -1.8187  -0.4280  -2.9425  0.227
H  -3.0495  -0.6384  -1.6849  0.173
H  -3.4758  -0.9751  -3.4081  0.347
H  -0.6132  -1.9912  -1.5486  -0.094
H  -0.5689  -4.5343  -2.9929  0.342
H  -1.2354  -4.7365  -1.3804  0.369
H  0.2911  -4.1819  -1.3869  0.323
C  0.9476  0.4745  3.4023  -0.525
C  0.7466  1.9907  3.5313  0.710
O  0.9980  2.5226  4.6264  -0.670
N  0.1454  2.5836  2.4880  0.059
C  -0.5454  3.8880  2.4817  -0.999
H  0.0364  -0.0108  3.7518  0.093
H  1.7619  0.2585  4.0940  0.379
H  1.1851  0.1935  2.3763  0.005
H  -0.1842  1.8955  1.8261  -0.008
H  -0.3957  4.3854  3.4399  0.410
H  -1.6268  3.8084  2.3711  0.308
H  -0.1928  4.5242  1.6699  0.253
C  3.3915  -2.3432  0.6726  -0.547
C  3.2913  -2.7623  -0.7668  0.752
O  4.0112  -3.6393  -1.2500  -0.670
N  2.3939  -2.0422  -1.4663  0.159
C  2.2488  -2.1186  -2.9183  -0.985
H  3.8397  -3.1132  1.3006  0.338
H  2.3492  -2.2760  0.9845  -0.179
H  3.8477  -1.3568  0.7560  0.257
H  1.9158  -1.2882  -0.9940  -0.093
H  2.9922  -1.5476  -3.4745  0.373
H  1.3265  -1.6709  -3.2885  0.265
H  2.3684  -3.1298  -3.3073  0.356
C  -0.6112  -2.7329  1.7768  -0.619
C  -1.6947  -2.0217  2.6046  0.674
O  -2.3050  -2.5282  3.4866  -0.622
N  -1.9621  -0.7761  2.2101  0.093
C  -3.0791  -0.0237  2.8333  -0.942
H  0.1749  -2.1166  1.3405  -0.133
H  -1.0311  -3.4839  1.1076  0.321
H  -0.1280  -3.3739  2.5143  0.414
H  -1.5287  -0.3518  1.4025  0.014
H  -2.7117  0.9880  2.6614  0.275
H  -3.1221  -0.1768  3.9116  0.333
H  -4.0141  -0.1977  2.3009  0.319

DFT (ωB97M-V/def2-TZVPD) results for a cluster of 5 separate species, C15H35F3N5O6 in total in a non-equilibrium geometry.

- LUMO energy (eV) = 2.42
- M (g/mol) = 438.47
- charge = -1
- calculated total energy (eV) = -44008.9740
- frontier orbital gap (eV) = 5.359

Last column: Mulliken charge in e.
Positions of all 64 atoms, in Å:
O  0.7689  -1.1419  0.4030  0.150
H  0.0278  -1.0020  -0.1909  0.305
H  0.7622  -0.4853  1.1033  -0.012
H  1.6393  -1.1274  -0.0017  0.566
C  -1.8406  -1.0843  -2.2786  -0.209
O  -2.8050  -2.0685  -2.7133  -0.349
O  -1.7099  -1.2872  -0.9173  -0.895
C  -0.5116  -1.1461  -3.2424  0.737
F  -0.9037  -1.5223  -4.4649  -0.328
F  0.0419  0.0600  -3.3630  -0.307
F  0.4792  -1.9124  -2.9412  -0.268
C  -4.1276  -1.6075  -3.1990  -0.370
C  -4.1995  -1.3271  -4.5976  -1.010
H  -5.2537  -1.1942  -4.8406  0.402
H  -3.6399  -0.4384  -4.8894  0.268
H  -3.7272  -2.1439  -5.1434  0.242
H  -4.6737  -0.9796  -2.4950  0.354
H  -4.7033  -2.5295  -3.1179  0.307
H  -2.3185  -0.1182  -2.4406  0.368
C  -0.3501  2.2798  4.0003  -1.835
C  -0.5742  1.3253  2.7671  1.666
C  -1.8163  1.7997  1.9758  -1.144
C  -1.6578  3.1655  1.3931  -0.776
C  -0.3888  3.0366  0.4381  -1.284
C  0.9424  2.5607  1.0420  1.162
N  0.6479  1.3867  1.8762  1.252
O  1.8397  0.6488  2.2539  -0.923
C  1.4982  3.7355  1.9830  -1.783
C  1.8296  2.2792  -0.2093  -1.425
C  -0.7721  -0.1267  3.2610  -1.804
H  0.7079  2.2050  4.2515  0.352
H  -0.9571  2.0208  4.8678  0.427
H  -0.5711  3.3359  3.8454  0.298
H  -2.6722  1.7812  2.6505  0.416
H  -2.0377  0.9992  1.2699  0.216
H  -1.5081  3.9892  2.0911  0.328
H  -2.5050  3.5297  0.8119  0.432
H  -0.2704  4.0487  0.0511  0.358
H  -0.6458  2.4236  -0.4258  0.330
H  0.7357  4.3218  2.4958  0.288
H  2.0829  4.3058  1.2612  0.521
H  2.2254  3.5435  2.7719  0.275
H  1.2619  1.7373  -0.9657  0.203
H  2.7438  1.7307  0.0176  0.098
H  2.1899  3.2190  -0.6278  0.505
H  -1.7957  -0.2734  3.6058  0.464
H  -0.0448  -0.3380  4.0449  0.389
H  -0.9048  -0.9357  2.5426  0.163
C  0.0542  -4.7188  0.0026  0.634
O  0.8574  -5.5166  0.3897  -0.711
N  -0.1070  -4.4909  -1.2751  -0.462
N  -0.4306  -3.7258  0.7090  -0.319
H  -0.7627  -3.8091  -1.6291  0.288
H  0.7657  -4.8211  -1.6618  0.189
H  -0.0266  -3.6576  1.6322  0.166
H  -1.0925  -3.0808  0.3016  0.205
C  4.2864  -0.8500  -0.7732  0.541
O  3.0740  -0.9794  -0.9961  -0.627
N  5.2830  -1.4346  -1.3542  -0.427
N  4.6884  -0.1815  0.2852  -0.358
H  5.0819  -1.9230  -2.2150  0.256
H  6.2243  -1.3270  -1.0042  0.137
H  5.5801  -0.4051  0.7037  0.195
H  3.9861  0.2418  0.8749  0.176